Entry 1:
Molecular formula: C28H88N6O13
Method: DFT, the ωB97M-V functional and the def2-TZVPD basis

Output
- Energy above the lowest of the compared OMol25 structures with the same formula, charge and spin: 0.0 kcal per mole
- HOMO level: -8.95 eV

Each atom is followed by the atoms it is bonded to, with distances in Å.
Cartesian coordinates (Å):
1 O 0.536 0.461 -3.950  H2 0.964, H3 0.988
2 H 0.740 0.644 -4.874  O1 0.964
3 H 0.871 -0.455 -3.787  O1 0.988
4 O 0.382 3.951 2.841  H5 0.971, H6 0.969
5 H 1.119 3.328 2.942  O4 0.971
6 H -0.416 3.437 3.038  O4 0.969
7 O 1.446 -2.190 0.203  H8 0.977, H9 0.966
8 H 2.193 -2.615 0.669  O7 0.977
9 H 0.726 -2.831 0.260  O7 0.966
10 O 2.162 3.674 -2.026  H11 0.985, H12 0.962
11 H 1.439 3.129 -1.637  O10 0.985
12 H 2.673 3.027 -2.523  O10 0.962
13 O -1.342 3.978 -0.867  H14 0.963, H15 0.980
14 H -1.957 4.164 -1.583  O13 0.963
15 H -0.829 3.201 -1.175  O13 0.980
16 C 6.191 1.214 -2.861  C17 1.521, H22 1.099, H23 1.092, H24 1.089
17 C 4.859 1.734 -3.380  C16 1.521, C18 1.525, N21 1.492, H25 1.092
18 C 4.749 1.673 -4.900  C17 1.525, O19 1.401, H26 1.101, H27 1.099
19 O 3.554 2.241 -5.357  C18 1.401, C20 1.417
20 C 3.693 2.844 -6.632  O19 1.417, H28 1.089, H29 1.093, H30 1.091
21 N 3.797 0.902 -2.744  C17 1.492, H31 1.024, H32 1.030
22 H 7.005 1.728 -3.391  C16 1.099
23 H 6.397 0.155 -3.024  C16 1.092
24 H 6.366 1.445 -1.812  C16 1.089
25 H 4.754 2.765 -3.034  C17 1.092
26 H 4.835 0.622 -5.215  C18 1.101
27 H 5.655 2.147 -5.304  C18 1.099
28 H 2.705 3.054 -7.038  C20 1.089
29 H 4.179 2.204 -7.373  C20 1.093
30 H 4.232 3.784 -6.508  C20 1.091
31 H 3.987 -0.082 -2.951  N21 1.024
32 H 3.019 0.975 -3.415  N21 1.030
33 C 4.401 2.543 0.518  C34 1.521, H39 1.086, H40 1.096, H41 1.100
34 C 3.571 2.856 1.754  C33 1.521, C35 1.522, N38 1.491, H42 1.093
35 C 3.224 1.627 2.583  C34 1.522, O36 1.426, H43 1.098, H44 1.098
36 O 2.400 2.076 3.658  C35 1.426, C37 1.406
37 C 2.120 0.982 4.496  O36 1.406, H45 1.095, H46 1.100, H47 1.093
38 N 4.336 3.845 2.565  C34 1.491, H48 1.024, H49 1.023
39 H 4.645 3.423 -0.068  C33 1.086
40 H 3.913 1.770 -0.086  C33 1.096
41 H 5.359 2.038 0.715  C33 1.100
42 H 2.680 3.394 1.420  C34 1.093
43 H 4.171 1.169 2.900  C35 1.098
44 H 2.747 0.857 1.962  C35 1.098
45 H 2.970 0.369 4.812  C37 1.095
46 H 1.396 0.320 3.999  C37 1.100
47 H 1.625 1.301 5.416  C37 1.093
48 H 3.788 3.906 3.428  N38 1.024
49 H 5.168 3.369 2.923  N38 1.023
50 C -3.235 0.510 -1.165  C51 1.533, H56 1.089, H57 1.093, H58 1.090
51 C -3.550 0.140 -2.619  C50 1.533, C52 1.525, N55 1.466, H59 1.099
52 C -5.016 0.325 -2.997  C51 1.525, O53 1.402, H60 1.100, H61 1.097
53 O -5.724 -0.656 -2.289  C52 1.402, C54 1.406
54 C -7.070 -0.874 -2.630  O53 1.406, H62 1.095, H63 1.091, H64 1.091
55 N -2.665 0.822 -3.568  C51 1.466, H65 1.014, H66 1.015
56 H -3.915 -0.010 -0.492  C50 1.089
57 H -3.348 1.588 -1.026  C50 1.093
58 H -2.200 0.256 -0.938  C50 1.090
59 H -3.347 -0.938 -2.688  C51 1.099
60 H -5.078 0.189 -4.087  C52 1.100
61 H -5.374 1.342 -2.788  C52 1.097
62 H -7.676 -0.020 -2.311  C54 1.095
63 H -7.444 -1.694 -2.015  C54 1.091
64 H -7.228 -1.151 -3.674  C54 1.091
65 H -2.838 0.491 -4.510  N55 1.014
66 H -1.708 0.558 -3.357  N55 1.015
67 C -0.802 -2.940 -3.235  C68 1.516, H73 1.092, H74 1.090, H75 1.095
68 C 0.668 -3.255 -3.432  C67 1.516, C69 1.546, N72 1.474, H76 1.097
69 C 1.065 -3.557 -4.895  C68 1.546, O70 1.408, H77 1.096, H78 1.099
70 O 0.400 -4.729 -5.304  C69 1.408, C71 1.419
71 C 0.694 -4.989 -6.667  O70 1.419, H79 1.090, H80 1.093, H81 1.095
72 N 1.455 -2.103 -2.958  C68 1.474, H82 1.017, H83 1.022
73 H -1.090 -1.940 -3.565  C67 1.092
74 H -1.106 -3.075 -2.197  C67 1.090
75 H -1.369 -3.635 -3.862  C67 1.095
76 H 0.883 -4.133 -2.811  C68 1.097
77 H 2.144 -3.711 -5.016  C69 1.096
78 H 0.765 -2.660 -5.455  C69 1.099
79 H 0.203 -5.918 -6.959  C71 1.090
80 H 1.766 -5.091 -6.853  C71 1.093
81 H 0.252 -4.205 -7.290  C71 1.095
82 H 2.449 -2.165 -3.165  N72 1.017
83 H 1.420 -2.144 -1.937  N72 1.022
84 C -2.893 3.231 6.065  C85 1.493, H90 1.096, H91 1.092, H92 1.095
85 C -3.265 1.959 5.379  C84 1.493, C86 1.534, N89 1.473, H93 1.093
86 C -2.209 1.465 4.381  C85 1.534, O87 1.413, H94 1.095, H95 1.094
87 O -2.030 2.368 3.309  C86 1.413, C88 1.409
88 C -3.055 2.322 2.344  O87 1.409, H96 1.093, H97 1.092, H98 1.098
89 N -3.467 0.818 6.289  C85 1.473, H99 1.016, H100 1.020
90 H -2.787 4.069 5.366  C84 1.096
91 H -1.975 3.218 6.655  C84 1.092
92 H -3.702 3.602 6.703  C84 1.095
93 H -4.190 2.063 4.807  C85 1.093
94 H -2.510 0.461 4.063  C86 1.095
95 H -1.258 1.319 4.901  C86 1.094
96 H -3.209 1.337 1.898  C88 1.093
97 H -2.761 3.066 1.599  C88 1.092
98 H -4.040 2.691 2.658  C88 1.098
99 H -4.061 1.040 7.084  N89 1.016
100 H -2.583 0.606 6.750  N89 1.020
101 C -1.679 -1.765 2.271  C102 1.535, H107 1.089, H108 1.092, H109 1.087
102 C -2.401 -2.892 3.023  C101 1.535, C103 1.529, N106 1.492, H110 1.093
103 C -3.759 -2.502 3.608  C102 1.529, O104 1.399, H111 1.100, H112 1.107
104 O -4.242 -3.486 4.478  C103 1.399, C105 1.404
105 C -5.467 -3.093 5.041  O104 1.404, H113 1.098, H114 1.093, H115 1.088
106 N -2.562 -4.060 2.108  C102 1.492, H116 1.016, H117 1.013
107 H -2.093 -0.813 2.600  C101 1.089
108 H -1.810 -1.840 1.190  C101 1.092
109 H -0.611 -1.904 2.417  C101 1.087
110 H -1.786 -3.350 3.802  C102 1.093
111 H -4.528 -2.184 2.889  C103 1.100
112 H -3.575 -1.551 4.144  C103 1.107
113 H -6.292 -3.033 4.319  C105 1.098
114 H -5.376 -2.095 5.476  C105 1.093
115 H -5.861 -3.786 5.782  C105 1.088
116 H -3.341 -3.823 1.500  N106 1.016
117 H -2.822 -4.872 2.654  N106 1.013
118 C 1.895 -2.924 3.341  C119 1.514, H121 1.091, H122 1.096, H123 1.092
119 C 3.352 -3.198 3.036  C118 1.514, O120 1.429, H124 1.092, H125 1.090
120 O 3.634 -3.366 1.645  C119 1.429, H126 0.963
121 H 1.567 -1.934 3.022  C118 1.091
122 H 1.715 -2.854 4.420  C118 1.096
123 H 1.215 -3.708 3.002  C118 1.092
124 H 3.692 -4.089 3.569  C119 1.092
125 H 3.927 -2.342 3.387  C119 1.090
126 H 3.435 -4.275 1.396  O120 0.963
127 C 0.154 1.198 0.871  C128 1.512, H130 1.088, H131 1.086, H132 1.093
128 C 0.486 0.733 -0.528  C127 1.512, O129 1.431, H133 1.094, H134 1.098
129 O 0.302 1.814 -1.448  C128 1.431, H135 0.972
130 H -0.844 1.630 0.900  C127 1.088
131 H 0.909 1.899 1.214  C127 1.086
132 H 0.246 0.352 1.558  C127 1.093
133 H -0.011 -0.191 -0.837  C128 1.094
134 H 1.547 0.460 -0.600  C128 1.098
135 H 0.364 1.423 -2.336  O129 0.972

Atomic partial charges in e from the Löwdin method, atoms 1 to 99:
1 O -0.074
2 H 0.060
3 H 0.011
4 O -0.062
5 H -0.013
6 H 0.003
7 O -0.061
8 H 0.012
9 H 0.050
10 O -0.070
11 H 0.006
12 H -0.020
13 O -0.072
14 H 0.028
15 H -0.004
16 C -0.066
17 C -0.413
18 C -0.233
19 O -0.182
20 C -0.098
21 N 0.049
22 H 0.079
23 H 0.079
24 H 0.069
25 H 0.138
26 H 0.132
27 H 0.124
28 H 0.087
29 H 0.087
30 H 0.093
31 H 0.064
32 H 0.044
33 C -0.074
34 C -0.421
35 C -0.211
36 O -0.202
37 C -0.107
38 N 0.045
39 H 0.081
40 H 0.056
41 H 0.073
42 H 0.132
43 H 0.129
44 H 0.116
45 H 0.088
46 H 0.075
47 H 0.091
48 H 0.065
49 H 0.067
50 C -0.041
51 C -0.436
52 C -0.212
53 O -0.193
54 C -0.110
55 N 0.052
56 H 0.074
57 H 0.081
58 H 0.053
59 H 0.123
60 H 0.122
61 H 0.133
62 H 0.087
63 H 0.084
64 H 0.086
65 H 0.067
66 H 0.027
67 C -0.047
68 C -0.407
69 C -0.214
70 O -0.182
71 C -0.107
72 N 0.035
73 H 0.064
74 H 0.078
75 H 0.084
76 H 0.138
77 H 0.124
78 H 0.129
79 H 0.088
80 H 0.087
81 H 0.089
82 H 0.083
83 H 0.050
84 C -0.063
85 C -0.439
86 C -0.196
87 O -0.205
88 C -0.096
89 N 0.030
90 H 0.085
91 H 0.084
92 H 0.077
93 H 0.131
94 H 0.085
95 H 0.129
96 H 0.080
97 H 0.094
98 H 0.089
99 H 0.071


Entry 2:
Molecular formula: C6H10N2O
Method: DFT, the ωB97M-V functional and the def2-TZVPD basis

Output
- Energy above the lowest of the compared OMol25 structures with the same formula, charge and spin: 44.8 kcal per mole
- HOMO level: -9.50 eV
- SMILES string: C=C(C)N(C=O)/C=N\C

Each atom is followed by the atoms it is bonded to, with distances in Å.
Cartesian coordinates (Å):
1 C 0.026 1.467 -1.694  H7 1.105, H8 1.083, H9 1.150, N17 1.431
2 C 1.123 1.301 0.355  H10 1.159, N17 1.249, N18 1.385
3 C 1.516 -0.750 1.372  H11 1.092, N18 1.356, O19 1.194
4 C -0.645 -0.489 0.547  C5 1.518, C6 1.322, N18 1.425
5 C -0.561 -1.752 -0.292  C4 1.518, H12 1.132, H13 1.114, H14 1.082
6 C -1.774 0.127 0.856  C4 1.322, H15 1.111, H16 1.087
7 H 0.511 0.595 -2.168  C1 1.105
8 H -0.118 2.254 -2.424  C1 1.083
9 H -1.001 1.090 -1.338  C1 1.150
10 H 1.833 1.736 1.162  C2 1.159
11 H 2.505 -0.290 1.433  C3 1.092
12 H -1.179 -1.725 -1.240  C5 1.132
13 H 0.448 -1.953 -0.718  C5 1.114
14 H -0.902 -2.617 0.262  C5 1.082
15 H -1.810 1.155 1.274  C6 1.111
16 H -2.714 -0.391 0.681  C6 1.087
17 N 0.863 1.986 -0.656  C1 1.431, C2 1.249
18 N 0.610 0.113 0.850  C2 1.385, C3 1.356, C4 1.425
19 O 1.268 -1.858 1.738  C3 1.194

Now the Löwdin charges, all in e:
1 C -0.139
2 C -0.223
3 C -0.327
4 C -0.362
5 C -0.053
6 C 0.072
7 H 0.089
8 H 0.063
9 H 0.086
10 H 0.152
11 H 0.136
12 H 0.097
13 H 0.091
14 H 0.077
15 H 0.094
16 H 0.078
17 N 0.014
18 N -0.021
19 O 0.076